10
Properties=species:S:1:pos:R:3:forces:R:3 method="wB97M-V/def2-TZVPD" orbital_gap_ev=8.9 e_homo_ev=-8.6 mol_weight_g_mol=231.9 e_tot_ev=-154092.2726 relative_energy_kj_mol=309.9 lumo_energy_ev=0.33
C -1.5062 -0.9433 -0.2484 -0.07 -0.04 0.46
C -1.0087 0.2699 -0.1636 3.51 0.22 -0.65
C 1.1788 0.4538 -0.2432 -3.53 0.01 -1.59
S 1.7402 -0.8806 0.7308 0.63 -0.10 -0.09
Br -1.7132 1.9884 -0.2503 -0.48 -0.37 0.31
Br 1.7609 2.2543 0.0669 -0.20 -0.56 0.26
H -2.4673 -1.3346 -0.0489 -1.95 1.13 -0.02
H -1.0607 -1.9048 -0.3826 2.07 0.01 -0.05
H 1.2391 0.3244 -1.3591 0.18 -0.38 1.44
H 1.8371 -0.2276 1.8983 -0.16 0.07 -0.07